# 1
Density functional theory data (wB97M-V/def2-TZVPD) for a molecular structure, C40H31OP2RuS4Si at a distorted geometry.

Output
**Energy relative to the best compared isomer or geometry (same formula, charge and spin)**: 1.112 eV
**Charge**: 0
**Orbital gap (alpha / beta)**: 4.03 / 5.74 eV
**Spin multiplicity**: 6
**⟨S²⟩**: 8.7930
**HOMO energy (alpha / beta)**: -3.6422 / -8.2847 eV

Atoms and positions in Å:
Ru1 0.04000 0.31494 0.87263
C1 0.75236 3.82110 1.16227
Si1 0.11546 2.46350 -0.04178
C2 1.60223 2.48450 -1.16918
C3 1.73365 3.59434 -2.00427
C4 2.74632 3.57769 -2.94189
C5 3.61298 2.56106 -3.03829
C6 3.43874 1.36768 -2.24709
C7 2.46670 1.40614 -1.22605
P1 2.07476 0.00568 -0.10042
C8 2.40009 -1.36160 -1.16665
C9 1.81204 -1.29439 -2.46145
C10 1.86450 -2.39984 -3.26591
C11 2.67105 -3.49984 -2.96662
C12 3.44578 -3.48474 -1.78514
C13 3.15729 -2.48828 -0.83259
C14 3.34405 -0.16154 1.18554
C15 4.65567 0.19629 0.79563
C16 5.70823 -0.06076 1.66308
C17 5.45759 -0.63293 2.88147
C18 4.22146 -1.05254 3.20853
C19 3.14334 -0.83970 2.34487
C20 -1.61287 2.81890 -0.67378
C21 -1.92413 3.98172 -1.37578
C22 -3.23856 4.28270 -1.65477
C23 -4.28023 3.44784 -1.29255
C24 -3.96102 2.22209 -0.62254
C25 -2.60775 1.89627 -0.41670
P2 -2.05536 0.17311 0.11424
C26 -2.27061 -0.85214 -1.39434
C27 -2.31860 -2.23097 -1.28657
C28 -2.60718 -2.96895 -2.46873
C29 -2.88705 -2.35075 -3.61608
C30 -2.81940 -0.98939 -3.72809
C31 -2.47555 -0.19502 -2.62512
C32 -3.22287 -0.55142 1.36342
C33 -4.20029 -1.49199 0.96019
C34 -5.07777 -2.04420 1.84863
C35 -5.10610 -1.58396 3.18420
C36 -4.17631 -0.59668 3.58499
C37 -3.22934 -0.07977 2.71920
H1 1.63493 4.36608 0.88276
H2 0.97805 3.27398 2.16866
H3 -0.04838 4.60221 1.37214
H4 0.92071 4.33167 -2.03385
H5 2.85632 4.48029 -3.54943
H6 4.32095 2.51037 -3.80418
H7 3.96539 0.45287 -2.42322
H8 1.42339 -0.39565 -2.82778
H9 1.19595 -2.36989 -4.16006
H10 2.87312 -4.27322 -3.71813
H11 4.10606 -4.23347 -1.49163
H12 3.67091 -2.55693 0.12133
H13 4.82174 0.51210 -0.22872
H14 6.70106 0.25258 1.41378
H15 6.35718 -0.83158 3.53661
H16 4.04596 -1.63746 4.09904
H17 2.26968 -1.38248 2.54287
H18 -1.14247 4.75401 -1.50483
H19 -3.41529 5.21611 -2.18390
H20 -5.31540 3.66265 -1.53857
H21 -4.72821 1.56212 -0.22097
H22 -2.20438 -2.76417 -0.30628
H23 -2.60513 -4.03069 -2.39413
H24 -3.22787 -3.02378 -4.46377
H25 -3.01589 -0.49664 -4.65229
H26 -2.35499 0.88845 -2.72328
H27 -4.41719 -1.69719 -0.07628
H28 -5.77053 -2.83844 1.54214
H29 -5.83776 -1.94703 3.90422
H30 -4.31355 -0.23984 4.62545
H31 -2.59651 0.73979 3.01234
O1 -0.39179 -3.51485 6.69833
C38 -0.28431 -2.76460 5.67317
S1 0.05272 -3.34814 4.07974
C39 -0.19294 -1.86702 3.12250
C40 -0.30861 -0.70094 3.86654
S2 0.10444 0.86255 3.11982
S3 -0.61793 -1.00180 5.62784
S4 0.09732 -1.95621 1.40552

---

# 2
Density functional theory data (wB97M-V/def2-TZVPD) for a molecular structure, C40H32AsClN3OTi.

Output
**Energy relative to the best compared isomer or geometry (same formula, charge and spin)**: 0.000 eV
**Charge**: +1
**Orbital gap (alpha / beta)**: 5.26 / 5.28 eV
**HOMO energy (alpha / beta)**: -8.0623 / -8.0632 eV

Atoms and positions in Å:
Ti1 1.17567 -0.51991 -0.95962
C1 5.52892 0.05029 -0.53056
C2 5.76324 1.09178 -1.44617
C3 4.69740 1.69469 -2.06730
C4 3.39629 1.25532 -1.77349
N1 3.18540 0.19988 -0.94548
C5 4.23996 -0.36605 -0.32504
C6 2.19140 1.85968 -2.27432
C7 2.10269 3.07594 -2.93310
C8 0.86599 3.62584 -3.25361
C9 -0.26968 2.91689 -2.91877
C10 -0.18356 1.67767 -2.28045
N2 1.05136 1.14519 -1.92223
C11 -1.26378 0.79205 -2.00040
C12 -2.62083 1.03906 -2.29414
C13 -3.52953 0.02365 -2.16594
C14 -3.09124 -1.25051 -1.74372
C15 -1.78053 -1.40778 -1.39340
N3 -0.87943 -0.40451 -1.47216
H1 6.33856 -0.43900 -0.01263
H2 6.77105 1.41366 -1.66000
H3 4.84547 2.49590 -2.77290
H4 4.01473 -1.18987 0.34307
H5 3.00417 3.61365 -3.18493
H6 0.80033 4.57474 -3.76017
H7 -1.24049 3.31590 -3.17141
H8 -2.92192 2.01202 -2.64940
H9 -4.56755 0.19140 -2.40653
H10 -3.76689 -2.08636 -1.66621
H11 -1.40575 -2.35760 -1.02566
O1 0.76609 -0.31394 1.03160
As1 -0.49889 0.36675 1.90633
C16 -0.00272 0.41055 3.75166
C17 1.04053 1.24917 4.13159
C18 1.43057 1.29529 5.45798
C19 0.77600 0.51275 6.40024
C20 -0.26626 -0.31764 6.01934
C21 -0.65934 -0.37252 4.69055
C22 -2.01491 -0.80156 1.71010
C23 -3.32644 -0.36473 1.57162
C24 -4.35151 -1.29679 1.47415
C25 -4.06661 -2.65287 1.51379
C26 -2.75661 -3.08734 1.64321
C27 -1.72893 -2.16517 1.74364
C28 -0.71276 2.19638 1.34694
C29 -1.85323 2.94574 1.62300
C30 -1.89541 4.28560 1.27483
C31 -0.79405 4.88695 0.68449
C32 0.35572 4.15342 0.45051
C33 0.39952 2.80675 0.77867
H12 1.54744 1.86811 3.39709
H13 2.24133 1.94357 5.75900
H14 1.07876 0.55442 7.43639
H15 -0.77570 -0.92333 6.75444
H16 -1.47741 -1.02239 4.39627
H17 -3.56326 0.69193 1.51164
H18 -5.37187 -0.96013 1.36183
H19 -4.86798 -3.37429 1.44145
H20 -2.53492 -4.14565 1.66637
H21 -0.69978 -2.50252 1.83027
H22 -2.70701 2.50629 2.13125
H23 -2.78282 4.86481 1.48043
H24 -0.82970 5.93448 0.42142
H25 1.21852 4.62123 0.00034
H26 1.29827 2.22905 0.59211
Cl1 1.87302 -2.94629 -0.03777
C34 0.93382 -3.75401 -1.30696
C35 0.30143 -4.93989 -0.99993
C36 -0.52278 -5.50019 -1.96534
C37 -0.68501 -4.85662 -3.18524
C38 -0.02224 -3.67234 -3.45792
C39 0.82867 -3.07350 -2.51988
C40 1.50363 -1.77472 -2.70819
H27 0.44353 -5.40725 -0.03691
H28 -1.03377 -6.42883 -1.76238
H29 -1.33016 -5.28760 -3.93683
H30 -0.15437 -3.18846 -4.41641
H31 1.20368 -1.31111 -3.65319
H32 2.59448 -1.92520 -2.73101